Computed, not measured: a 2-piece molecular cluster, C3H10O2 overall, with ωB97M-V/def2-TZVPD.

```
15
Properties=species:S:1:pos:R:3:nbo_charge:R:1
C -2.53 0.21 -0.21 -0.65
C -1.46 -0.84 -0.18 -0.06
O -0.22 -0.18 -0.52 -0.74
H -2.37 1.16 0.31 0.21
H -3.46 -0.17 0.24 0.21
H -2.79 0.42 -1.25 0.21
H -1.31 -1.33 0.80 0.16
H -1.53 -1.66 -0.91 0.18
H -0.26 0.73 -0.24 0.47
C 2.70 -0.03 0.09 -0.27
O 1.88 0.83 0.92 -0.73
H 3.11 -0.81 0.75 0.17
H 3.63 0.46 -0.23 0.15
H 2.06 -0.27 -0.75 0.22
H 2.55 1.48 1.18 0.46
```

Properties
LUMO ... 0.035 Eh
Frontier orbital gap ... 10.857 eV
Energy relative to the best compared isomer or geometry (same formula, charge and spin) ... 27.87 kcal per mole
Charge ... 0
SMILES ... CCO.CO
HOMO energy ... -0.364 hartree